[1]
{"formula": "C44H32AsBr4ClHgN3O6", "method": "ωB97M-V/def2-TZVPD", "elements": ["C", "H", "H", "C", "H", "H", "C", "C", "O", "C", "Br", "Hg", "H", "C", "O", "H", "H", "C", "H", "C", "C", "C", "H", "N", "O", "C", "H", "C", "Cl", "H", "C", "C", "C", "C", "C", "C", "C", "H", "C", "As", "C", "H", "H", "C", "C", "C", "O", "C", "H", "N", "C", "C", "H", "C", "H", "Br", "C", "C", "C", "C", "Br", "H", "H", "C", "C", "H", "C", "H", "C", "O", "H", "H", "C", "H", "C", "C", "H", "H", "H", "H", "N", "H", "C", "H", "C", "C", "C", "H", "Br", "O", "C", "H"], "positions_angstrom": [[4.31, 0.87, -2.51], [1.44, 0.77, 1.80], [-0.61, -4.87, -0.42], [-1.63, -1.84, 6.23], [1.63, -1.28, -4.40], [2.59, 4.84, 2.37], [-0.49, 2.68, -0.40], [5.19, 1.62, -3.29], [-2.24, 1.19, 0.26], [-0.31, -3.86, -0.13], [1.55, 4.29, -1.45], [-0.72, -0.33, -0.01], [3.65, -2.22, -2.26], [1.39, 1.68, 2.39], [0.28, 1.69, -0.67], [7.54, 2.19, 1.43], [1.69, -2.23, 0.88], [4.99, -2.86, 0.77], [0.68, 0.00, -2.53], [6.56, 2.05, -1.32], [1.29, -3.19, -3.48], [-1.14, -1.03, 5.07], [7.42, 2.53, -0.87], [-0.06, 0.56, 3.96], [-2.65, -2.64, 6.01], [6.62, 1.34, 3.15], [1.81, -3.05, 2.46], [2.04, 3.97, 2.70], [0.53, 0.64, 6.57], [6.99, 2.81, -3.26], [4.55, 0.68, -1.16], [4.15, -2.77, -1.47], [-0.13, 4.02, -0.61], [4.60, 0.07, 2.82], [0.25, -3.11, -1.30], [2.09, 2.80, 1.96], [1.15, -2.80, 1.63], [0.28, -2.24, 1.96], [4.59, -4.06, -1.70], [3.51, -0.35, 0.08], [-2.21, 4.84, 0.27], [3.42, 0.44, -2.96], [5.48, 0.43, 4.76], [1.24, -1.80, -3.53], [5.23, -4.77, -0.69], [0.80, -3.84, -2.35], [-1.12, -1.74, 7.32], [6.73, 1.58, 1.80], [7.37, 1.76, 3.82], [-0.71, -0.16, 3.02], [0.66, 1.74, 3.55], [4.34, -2.15, -0.24], [5.58, -5.78, -0.87], [1.28, 4.02, 3.87], [1.22, 4.94, 4.44], [-0.38, 6.87, -0.55], [1.86, -4.90, 0.59], [-2.19, -2.08, 2.84], [-1.38, -1.10, 3.67], [-0.97, 5.09, -0.27], [-3.36, 6.26, 0.77], [3.76, -0.49, 3.22], [2.67, 2.74, 1.05], [6.31, 2.20, -2.66], [-2.62, 3.50, 0.46], [5.00, 1.78, -4.34], [-1.82, 2.42, 0.13], [2.50, -5.06, 1.45], [5.76, 1.06, 0.89], [-2.00, -2.08, 1.62], [5.95, -4.70, 1.33], [0.84, -4.92, -2.30], [4.70, 0.28, 1.46], [-1.15, -3.34, 0.33], [0.17, -1.71, -1.35], [5.43, -4.16, 0.55], [1.71, -3.76, -4.30], [2.41, -4.35, -0.17], [0.17, -4.59, 1.72], [4.44, -4.52, -2.67], [0.69, -4.08, 1.01], [-0.04, 2.96, 5.18], [5.56, 0.59, 3.69], [-2.96, -2.61, 5.02], [0.69, -1.08, -2.48], [5.68, 1.27, -0.51], [0.58, 2.90, 4.30], [5.16, -2.39, 1.73], [-4.33, 3.09, 1.16], [-2.95, -2.86, 3.48], [-0.28, 0.05, 5.19], [1.50, -5.85, 0.19]], "charge": -2, "orbital_gap_ev": [2.77, 5.38], "e_tot_ev": -420609.7388, "homo_ha": [0.0185, -0.0773], "multiplicity": 2, "lumo_energy_ev": [3.27, 3.27], "relative_energy_kj_mol": 5.3}



[2]
{"formula": "C30H95N5O15", "method": "ωB97M-V/def2-TZVPD", "elements": ["H", "C", "H", "H", "H", "H", "H", "H", "C", "H", "O", "H", "H", "H", "C", "H", "O", "H", "O", "C", "C", "C", "C", "C", "C", "H", "H", "N", "H", "N", "H", "C", "H", "H", "H", "H", "H", "H", "H", "H", "O", "H", "H", "H", "H", "H", "C", "H", "H", "H", "H", "C", "H", "H", "C", "O", "H", "H", "O", "H", "C", "H", "H", "H", "C", "H", "H", "N", "C", "H", "O", "H", "O", "O", "H", "C", "H", "H", "H", "C", "C", "C", "H", "H", "H", "H", "C", "H", "O", "H", "H", "H", "H", "C", "H", "C", "H", "O", "C", "H", "H", "H", "C", "C", "C", "N", "H", "O", "H", "C", "H", "H", "H", "H", "O", "H", "H", "H", "H", "H", "O", "H", "N", "O", "H", "H", "C", "H", "H", "H", "H", "H", "H", "H", "H", "H", "H", "H", "H", "H", "C", "H", "H", "H", "H"], "positions_angstrom": [[-4.01, 3.96, 1.06], [-0.15, 0.77, -1.04], [2.66, -4.59, 2.99], [0.07, -1.05, -4.93], [1.96, -1.16, 3.19], [-2.91, 3.64, -5.04], [3.09, -0.26, -4.19], [-2.45, -3.17, 3.66], [1.48, 5.83, -3.29], [0.08, -8.70, 0.56], [0.25, 4.59, -0.42], [-3.61, -0.77, 0.33], [-4.36, -5.28, 4.15], [-2.34, 0.06, 2.52], [-0.77, 5.21, -4.31], [-4.48, -1.44, -1.00], [4.63, -0.82, 0.61], [-3.47, 4.25, -0.44], [-4.69, 0.55, -0.85], [0.12, -7.96, -0.24], [1.78, -4.38, 3.61], [-5.07, -0.46, 4.49], [2.16, 1.92, 3.46], [0.38, -0.81, -5.95], [-0.37, 0.75, 0.50], [-0.96, -3.88, -1.73], [-1.18, 4.93, 0.94], [0.44, -3.18, 0.31], [4.28, 4.10, -0.03], [0.70, 1.88, -1.30], [4.63, 0.72, -4.02], [3.71, -4.51, -0.81], [2.78, 3.37, 0.68], [-0.08, 5.32, -0.97], [4.60, 1.18, 1.09], [-5.02, 5.07, -0.03], [-1.53, 6.94, -2.33], [1.43, 4.89, -2.75], [0.37, -2.58, 5.77], [-6.67, 1.69, -0.02], [1.00, -4.06, -4.91], [0.63, 0.77, 0.92], [-3.81, 5.12, -5.32], [3.28, -0.72, 6.55], [4.67, -4.64, -1.32], [0.71, -0.35, -2.61], [-4.08, 1.73, -0.30], [-4.68, -0.26, 3.49], [0.81, -3.01, 1.25], [1.65, -2.35, -3.89], [-1.31, -1.41, 2.63], [4.01, 0.41, 0.59], [0.75, 2.12, -2.28], [0.41, -0.81, 5.57], [1.74, -3.43, -3.86], [-1.04, -0.41, 0.97], [4.13, -0.97, 5.19], [3.21, 1.63, 3.45], [-0.51, -6.76, 0.26], [-1.00, 1.60, 0.77], [2.37, -1.82, 5.24], [2.11, 1.85, -4.79], [2.08, 5.75, -4.20], [-0.15, 7.46, -1.96], [0.31, -5.58, 0.20], [-0.20, -1.27, -1.52], [-2.19, -4.84, -0.81], [-0.59, 6.59, -2.22], [-4.43, 4.16, 0.07], [1.41, -3.70, -2.85], [-4.50, 0.40, 5.45], [3.79, 4.25, 1.75], [1.37, -3.10, 3.33], [-2.12, 5.58, -4.48], [2.98, 0.35, 0.93], [-0.53, -4.27, 0.31], [1.54, -0.61, -1.14], [1.24, -1.46, -6.14], [-1.09, 0.79, -1.59], [0.03, 6.28, -3.58], [2.34, -2.02, 3.74], [3.65, 0.62, -4.50], [-3.92, 1.60, 0.77], [-1.02, -4.33, 1.28], [2.19, 0.90, 5.12], [1.98, -4.54, 4.67], [-0.12, 4.67, 0.95], [-0.55, 0.20, 2.80], [2.93, 1.82, -4.29], [-2.74, -3.96, 5.22], [0.42, 2.75, -0.87], [1.13, 0.69, -6.88], [-2.12, -4.92, 3.88], [-2.81, 4.69, -5.30], [1.92, 6.59, -2.64], [-1.35, -0.37, 2.33], [2.91, -2.69, 5.61], [1.63, 1.56, 4.68], [-3.86, -0.59, -0.71], [-0.37, -8.35, -1.13], [-6.44, 2.85, 1.09], [-2.35, 4.76, -6.29], [-2.79, -4.09, 4.14], [3.48, 4.21, 0.71], [-1.47, -4.03, -0.78], [-6.40, 2.66, 0.10], [3.74, -4.92, 0.20], [-4.13, -4.41, 3.82], [-0.67, 4.27, -3.76], [0.53, -0.45, -1.53], [-2.00, -3.13, -0.47], [3.96, 0.68, -0.47], [1.75, 1.19, 2.76], [2.82, -3.53, -3.84], [3.43, -3.09, -0.75], [1.02, -5.64, 1.02], [-3.13, 1.93, -0.80], [2.98, -5.06, -1.41], [1.97, 2.95, 3.16], [-6.14, -0.27, 4.40], [2.76, 5.37, 0.41], [-4.57, -0.04, 6.30], [3.25, -0.63, 5.54], [0.79, 0.55, -6.00], [1.01, -5.06, 3.24], [2.52, -3.08, -1.06], [-5.12, 2.92, -0.54], [1.20, -7.84, -0.33], [0.81, -5.54, -0.77], [-0.06, 7.19, -4.18], [-0.28, 4.98, -5.26], [3.31, -2.32, 3.35], [-3.01, -0.50, -1.38], [0.26, 5.59, 1.40], [0.03, -2.27, 0.14], [4.14, -1.47, 0.10], [0.13, 3.92, 1.69], [-4.97, -1.51, 4.77], [-5.17, 3.15, -1.60], [1.48, -3.87, -5.72], [0.97, -1.68, 5.91], [-0.48, -0.99, -6.60], [3.92, 0.58, -5.56], [1.14, -1.50, 6.97], [2.02, 5.22, -0.18]], "orbital_gap_ev": 9.07, "e_tot_ev": -70805.3467, "homo_ha": -0.3194, "lumo_energy_ev": 0.38, "relative_energy_kj_mol": 542.7}